# 1
Computed, not measured: a cluster of 40 separate species, H80O40 in total, with wB97M-V/def2-TZVPD.

```
120
Properties=species:S:1:pos:R:3:lowdin_charge:R:1
H 3.7190 0.4833 5.8145 0.03
H 5.0127 0.1053 4.8015 0.07
O 4.2465 0.6917 5.0304 -0.08
H -1.7051 4.1619 -1.8396 0.02
H -0.2463 4.3139 -1.9432 0.02
O -1.0346 4.3949 -2.4639 -0.02
H -1.6795 1.1618 4.8170 0.03
H -0.4113 0.8143 4.1577 0.05
O -0.9232 0.5573 5.0485 -0.15
H 1.0666 -1.7055 -0.2325 0.04
H 1.6776 -1.6215 -1.7397 0.01
O 1.6466 -2.1085 -0.9109 -0.06
H 0.1190 -3.0602 5.7543 0.06
H -0.1668 -1.6454 5.9957 0.00
O 0.5041 -2.2931 6.2258 -0.06
H 1.7923 2.0925 0.6586 0.06
O 1.1399 2.8670 0.6672 -0.08
H -6.5952 1.9579 -0.7833 0.07
O -5.9109 1.4337 -0.3172 -0.05
H -1.5908 4.9141 1.0870 0.07
H -0.5853 3.8069 0.8078 -0.06
O -1.3019 4.2417 0.4531 0.00
H 2.5191 2.9083 3.8989 0.01
H 3.3568 4.1776 3.4508 0.03
O 3.3362 3.2676 3.5496 0.00
H -5.2221 3.3693 1.6462 -0.03
H -5.0774 1.8921 1.6008 0.04
O -4.5700 2.7423 1.6993 -0.04
H 3.1560 4.5344 -2.0122 0.05
H 2.3115 5.3003 -2.9068 0.04
O 2.2230 4.7451 -2.1342 -0.04
H -1.3330 -0.8030 3.9995 -0.04
O -1.0898 -1.5970 3.5617 -0.08
H -1.2387 -1.4119 0.5074 0.05
H -0.7784 -0.5708 1.6008 0.03
O -0.4069 -1.2450 0.9816 -0.07
H 1.3493 0.9441 4.6296 0.05
H 0.9722 1.6704 6.0456 0.10
O 1.4838 1.6918 5.2223 -0.04
H 0.4005 0.5283 2.4022 -0.02
H 0.0312 1.9386 2.5592 0.03
O -0.4288 1.0282 2.5412 -0.12
H 3.4808 1.6770 -4.5940 0.07
H 2.4927 2.1056 -5.8051 0.05
O 3.0248 2.4823 -5.0543 -0.11
H 3.0916 -2.5046 1.6595 -0.02
H 3.9695 -2.1761 0.3417 0.04
O 3.9122 -2.1210 1.3166 -0.06
H -0.2210 -0.7355 -3.7651 0.04
H -0.8373 -1.7016 -2.9792 0.05
O -0.4718 -0.7915 -2.7932 -0.08
H 0.5239 -4.1590 -3.6365 -0.05
O -0.0711 -4.1906 -4.3084 0.00
H -2.6359 -0.7037 -5.8838 0.01
H -1.9393 -2.0126 -5.9415 0.00
O -1.9224 -1.1524 -6.2755 0.00
H 2.8751 -2.9922 3.8697 0.07
O 2.1957 -2.3833 3.5636 -0.05
H -4.8155 -4.3077 -1.7555 0.01
H -5.6059 -3.3778 -0.9083 0.05
O -5.3901 -3.5865 -1.8031 -0.02
H -5.1134 -2.2569 -3.5626 0.09
H -4.4722 -3.4269 -3.9840 0.05
O -4.1223 -2.5686 -3.6355 -0.15
H -4.2545 -0.5586 -2.1476 0.06
H -4.6613 0.4189 -3.1873 0.07
O -5.1303 -0.1333 -2.4698 -0.13
H -4.3253 1.3924 4.2592 0.02
H -3.7527 1.7491 5.4952 0.12
O -3.4376 1.4549 4.5578 -0.06
H 3.3389 -4.6056 -1.8716 0.10
H 2.4981 -3.4400 -1.4980 -0.06
O 2.5321 -4.0821 -2.1763 -0.07
H -1.6676 -3.5614 -1.7066 0.00
H -2.9753 -2.9492 -1.5229 0.02
O -2.2772 -3.4063 -1.0033 -0.04
H 2.1642 0.1901 -2.7711 0.01
H 3.0917 -0.9460 -2.2357 0.03
O 3.0445 -0.1063 -2.7049 -0.05
H 0.8981 -0.3950 -5.2690 0.05
H 2.0010 -1.5104 -4.8446 0.06
O 1.5897 -0.6485 -4.6036 -0.09
H 4.3532 1.2649 0.7282 0.15
H 3.9526 2.4733 1.9920 0.04
O 3.6823 1.9738 1.1940 -0.13
H 2.6791 0.8513 1.7994 0.00
H 2.2431 -0.4562 2.5250 0.07
O 1.8931 0.2559 1.8948 -0.08
H -3.6434 -2.7234 3.2177 -0.03
O -3.3847 -3.0457 2.3811 -0.05
H -0.3550 4.0926 -3.9611 0.02
H 1.1550 3.9525 -4.5889 0.02
O 0.1983 4.0896 -4.8111 -0.11
H -0.6632 -4.8409 -4.6656 0.05
H 1.3818 3.1617 -0.2386 0.05
H 1.8798 -2.0369 4.4015 0.03
H -6.3949 0.8742 0.2781 0.03
H -1.1683 -2.0957 2.7637 0.02
H -3.4405 -2.4433 1.6080 0.05
O -2.2634 1.3210 -1.9687 -0.04
H -1.6241 0.7016 -1.7420 -0.05
H -2.0121 2.1982 -1.5436 0.06
O 5.1143 1.0850 -1.3545 -0.11
H 4.5532 1.3592 -2.1058 0.02
H 5.3299 0.1426 -1.7210 0.09
O 4.1576 -2.8518 -3.9421 -0.04
H 3.3580 -3.3494 -3.9676 -0.01
H 3.7813 -2.2146 -4.5581 0.02
O -0.2917 1.3286 -5.8870 -0.02
H -1.2250 1.4509 -5.9164 0.03
H -0.0576 2.1259 -5.4551 -0.02
O 0.1560 3.1805 3.5483 -0.09
H 0.8299 2.8341 4.2195 0.02
H 0.4688 3.4771 2.6513 0.05
O 1.8546 -4.8082 2.1988 -0.09
H 1.5713 -3.8198 2.2086 0.05
H 2.2853 -4.9572 1.3470 0.02
O -3.2536 -1.5307 4.8844 -0.14
H -2.8782 -2.5035 5.1268 0.13
H -2.4691 -1.0476 5.2471 0.01
```

DFT total energy   -83194.2435 eV
F_max   0.107 hartree/bohr
Kohn-Sham gap   9.663 eV
HOMO level   -9.82 eV
Molecular weight   720.600 g/mol
E_LUMO   -0.154 eV

***

# 2
Computed, not measured: a cluster of 40 separate species, H80O40 in total, with wB97M-V/def2-TZVPD.

```
120
Properties=species:S:1:pos:R:3:mulliken_spin:R:1
H 1.7874 -2.6230 -3.5301 0.00
H 1.6926 -3.7856 -2.6327 0.00
O 2.3500 -3.1380 -2.9598 0.00
H 0.5449 1.3984 4.7563 0.00
H 1.1255 2.7288 5.0987 0.00
O 1.0952 1.8567 5.3364 0.00
H -2.0736 1.6266 -5.9695 0.00
H -1.2973 2.6321 -5.3631 0.00
O -1.2837 2.0072 -5.9458 0.01
H -4.0332 2.9604 -0.5175 0.00
H -2.6820 3.7707 -0.8688 0.00
O -3.2817 3.4078 -0.2055 0.00
H 1.3529 -1.0798 4.2509 0.00
H 1.6191 0.3495 3.4435 0.00
O 0.8964 -0.5057 3.6542 0.00
H -3.2807 -1.1830 6.0427 0.00
O -2.8546 -0.7148 5.3554 0.00
H 3.3032 -1.3214 4.9572 0.00
O 3.7271 -0.4416 5.1359 0.00
H 0.2699 -2.0322 2.2484 0.00
H 1.0119 -3.0436 1.4311 0.00
O 0.3029 -3.0339 2.0595 0.00
H 5.3200 2.4866 1.5204 0.00
H 4.4398 3.3619 0.9405 0.00
O 4.5995 2.9896 1.8590 0.00
H -3.3248 -0.8367 -4.5898 0.00
H -2.0089 -0.8041 -5.1909 0.00
O -2.8175 -1.3144 -5.2813 0.00
H -1.1855 5.3402 2.2222 0.00
H -1.5059 4.0746 2.8606 0.00
O -0.7215 4.7175 2.8694 0.00
H -0.9814 3.7125 -2.6764 0.00
O -1.2619 2.8700 -2.2615 0.06
H -5.8081 -3.0650 -1.7989 0.00
H -4.4290 -2.3804 -1.3828 0.00
O -5.0047 -3.2204 -1.3295 0.00
H 3.1651 -1.9417 -2.5145 0.00
H 4.4608 -1.9627 -1.8022 0.00
O 3.8177 -1.4313 -1.9595 0.00
H -5.5690 0.7140 -0.9160 0.00
H -6.8344 0.0229 -1.5465 0.00
O -5.8384 0.0074 -1.3860 0.00
H 4.5221 2.4503 -2.0100 0.00
H 5.7817 2.3114 -1.2994 0.00
O 5.1596 3.0364 -1.7784 0.00
H -2.5275 1.6773 2.1426 0.00
H -1.2156 1.4441 1.4295 0.00
O -1.5984 1.7651 2.3040 0.01
H 4.0467 5.3776 -1.2487 0.00
H 4.1091 3.9370 -1.0019 0.00
O 3.6039 4.7798 -0.7096 0.00
H -0.4581 -3.1103 -1.3461 0.00
O 0.1913 -3.3907 -0.6605 0.00
H 2.2649 3.2421 2.1028 -0.01
H 0.8089 2.7302 2.0022 0.00
O 1.7896 2.4696 1.9358 0.12
H 0.5394 3.6032 -5.1464 0.00
O 1.1628 3.4705 -4.4535 0.00
H -3.8952 -1.6384 2.5356 0.00
H -4.3427 -0.5250 3.4959 0.00
O -4.5630 -0.9245 2.6247 0.00
H 2.5416 -1.5490 0.4880 0.00
H 1.4726 -0.4095 0.8462 0.00
O 1.8305 -1.3373 1.0183 0.00
H -1.7337 -5.4543 3.1834 0.00
H -3.3810 -5.2274 3.2148 0.00
O -2.5197 -4.9676 3.6264 0.00
H 4.0210 -3.9144 0.7148 0.00
H 4.2352 -3.0782 1.8939 0.00
O 4.0153 -3.8727 1.6295 0.00
H 0.8543 1.1382 -0.2205 0.00
H 1.2541 2.4885 0.3228 -0.02
O 0.4639 2.0345 -0.1144 0.50
H 2.0038 -0.0886 -6.4574 0.00
H 2.2710 -0.8524 -5.1191 0.00
O 1.4912 -0.7695 -5.8934 0.00
H 3.5580 4.6096 2.4328 0.00
H 2.7040 5.3251 3.4705 0.00
O 2.8600 5.4574 2.5593 0.00
H -1.3583 -2.4602 3.2042 0.00
H -2.2390 -3.3493 3.8450 0.00
O -2.0675 -2.3656 3.7267 0.00
H -2.0158 -3.8446 -3.5171 0.00
H -0.6425 -4.4445 -2.6913 0.00
O -1.0732 -3.7210 -3.1835 0.00
H -0.9951 1.5014 -3.0830 0.00
H -1.2552 -0.0397 -3.0489 -0.01
O -0.6512 0.5884 -3.3947 0.11
H 0.7299 -5.0833 2.6510 0.00
O 0.2115 -5.7324 2.0865 0.00
H 4.6876 1.0768 0.0521 0.00
H 5.3884 -0.1397 -0.1377 0.00
O 5.4982 0.8802 -0.0803 0.00
H -0.4504 -3.9121 -0.1704 0.00
H -2.2811 -1.2909 4.8621 0.00
H 1.9923 3.4775 -4.8322 0.00
H 2.9324 0.1160 5.4404 0.00
H -1.1959 2.9345 -1.2163 -0.01
H 0.5557 -5.3912 1.3238 0.00
O -5.2531 1.9147 1.2805 0.00
H -5.3030 1.0421 1.7231 0.00
H -4.9026 2.4943 2.0394 0.00
O -3.2557 -1.0914 0.2526 0.00
H -3.8994 -0.7725 0.8672 0.00
H -3.7555 -1.6544 -0.3959 0.00
O 1.8344 0.8380 -2.4025 0.26
H 1.3481 1.0455 -3.3685 -0.01
H 1.3910 0.0126 -2.4009 -0.01
O -3.0373 -5.2946 -1.9138 0.00
H -3.5957 -4.7480 -2.3205 0.00
H -2.9513 -4.7382 -1.1035 0.00
O -2.3021 -3.6570 0.9860 0.00
H -1.8817 -3.6984 1.7016 0.00
H -3.1191 -3.0202 1.0198 0.00
O 3.0263 0.5406 -0.3769 0.00
H 3.5023 -0.0474 -0.8621 0.00
H 2.9304 1.3066 -1.0539 0.00
O 0.0798 5.3155 -2.5755 0.00
H 0.6886 5.3733 -1.7605 0.00
H 0.5587 4.6248 -3.1000 0.00
```

Spin multiplicity   2
DFT total energy   -83180.4591 eV
F_max   0.254 hartree/bohr
Kohn-Sham gap (spin up / spin down)   9.315 / 2.352 eV
HOMO level (spin up / spin down)   -12.55 / -12.55 eV
<S²>   0.76
Molecular weight   720.600 g/mol
Total charge   +1
E_LUMO (spin up / spin down)   -3.236 / -10.198 eV

***

> Look up the DFT total energy of the first one.

-83194.2435 eV